The following is a quantum chemistry calculation of a structure of composition C11H13N4O5Sr in a non-equilibrium geometry, from the Open Molecules 2025 dataset.

Results
- HOMO level (eV) = -9.84
- gap between HOMO and LUMO (eV) = 5.427
- total charge = +1
- LUMO (eV) = -4.41

```
34
Properties=species:S:1:pos:R:3:mulliken_charge:R:1
O -0.069 5.479 -5.516 -0.1759
C -0.072 4.543 -4.867 0.1717
Sr -0.071 0.507 -1.914 1.8763
O -0.104 4.452 -1.521 -0.0368
C -0.085 3.325 -1.744 0.0461
C -0.025 -1.145 -4.030 -0.2541
O -0.031 -2.072 -4.736 -0.1915
C 2.202 1.835 -2.812 -0.0369
O 3.184 2.408 -2.981 -0.0232
C -2.276 1.821 -2.923 -0.0459
O -3.247 2.395 -3.151 -0.0223
H -0.017 0.118 -4.157 -0.0675
C -0.100 0.607 1.586 -0.8063
N -0.002 -0.392 0.445 0.0556
C -1.147 -1.355 0.625 -0.7757
N -1.132 -2.029 1.935 0.0757
C -1.198 -0.995 3.009 -0.7050
N -0.074 -0.031 2.920 0.0602
C 1.192 -0.809 3.045 -0.7036
N 1.317 -1.838 1.974 0.0693
C 1.267 -1.165 0.660 -0.7942
C 0.154 -2.747 2.092 -0.7228
H -1.054 1.148 1.465 0.3095
H 0.760 1.291 1.494 0.3179
H -1.075 -2.112 -0.171 0.3227
H -2.083 -0.784 0.519 0.3532
H -1.154 -1.490 3.988 0.3369
H -2.137 -0.433 2.920 0.3318
H 2.038 -0.110 2.983 0.3273
H 1.194 -1.306 4.025 0.3369
H 1.342 -1.927 -0.131 0.3331
H 2.102 -0.452 0.580 0.3498
H 0.177 -3.224 3.079 0.3385
H 0.227 -3.512 1.312 0.3492
```